Record 1
Computed, not measured: a structure of composition C22H60F4O11S9Tl in a non-equilibrium geometry, with wB97M-V/def2-TZVPD.

Calculated values
Net charge: +1

Last column: Mulliken charge in e.
Atoms and positions in Å:
Tl -5.9671 26.0210 -25.0859  3.2760
F -7.3586 28.5183 -24.5323  -0.7639
C -3.4843 23.6471 -27.7130  0.0948
O -3.8913 22.4713 -27.0116  -0.3796
O -3.9568 24.8140 -27.0353  0.1195
C -2.0278 23.5911 -28.2920  0.5797
F -1.8998 24.2587 -29.4110  -0.2926
F -1.1165 24.0703 -27.4575  -0.2091
F -1.6909 22.3527 -28.7770  -0.2971
C -3.2155 22.1330 -25.8233  0.5152
C -3.8133 20.8760 -25.2924  -1.0021
H -4.7945 21.2144 -24.9596  -0.2353
H -3.8740 20.1109 -26.0664  0.3769
H -3.0915 20.4917 -24.5717  0.4230
H -3.3150 22.8837 -25.0393  -0.3809
H -2.1456 22.0503 -26.0145  0.4888
H -4.1878 23.5144 -28.5351  -0.0469
C -9.0509 27.3089 -29.5509  -1.0818
S -9.3199 26.5654 -27.9181  0.4330
O -8.0659 26.4084 -27.0656  -0.3404
C -10.3821 27.8565 -27.0917  -1.0026
H -8.2858 26.7770 -30.1164  0.1659
H -8.8691 28.3790 -29.4513  0.3809
H -9.8702 27.0881 -30.2350  0.4539
H -10.6534 28.6344 -27.8054  0.4736
H -9.7904 28.2763 -26.2782  0.0909
H -11.2787 27.3987 -26.6739  0.3990
C -5.5012 26.5971 -29.6586  -0.7135
S -5.8802 28.0016 -28.4530  0.4135
O -5.0026 27.7797 -27.2291  -0.6814
C -5.1835 29.3568 -29.5284  -0.9211
H -6.1143 26.6150 -30.5596  0.5136
H -5.7726 25.6206 -29.2575  -0.0415
H -4.4318 26.6880 -29.8492  0.2773
H -5.4168 30.2649 -28.9725  0.3984
H -5.5748 29.3538 -30.5457  0.4045
H -4.0963 29.2790 -29.5192  0.1464
C -10.8425 24.6519 -25.0507  -0.6546
S -9.9060 25.2571 -23.6225  0.3116
O -8.4993 25.4401 -24.1661  -0.5076
C -10.4134 27.0498 -23.4952  -0.4608
H -10.7262 23.5728 -25.1512  0.2629
H -10.7169 25.2507 -25.9528  -0.1217
H -11.8947 24.7972 -24.8062  0.5383
H -9.9320 27.4194 -22.5898  -0.0143
H -11.4832 27.0865 -23.2894  0.4726
H -10.1451 27.6214 -24.3836  -0.1051
C -7.9162 21.5323 -22.7578  -1.0326
S -6.2792 22.3771 -22.8321  0.5446
O -6.4795 23.5620 -23.7608  -0.6596
C -6.1784 22.9432 -21.0466  -0.9072
H -8.2500 21.4374 -23.7911  0.1352
H -8.7199 22.1164 -22.3094  0.2840
H -7.8696 20.6578 -22.1089  0.4661
H -5.8975 22.1991 -20.3013  0.5057
H -7.1156 23.4276 -20.7726  0.2714
H -5.3893 23.6936 -20.9977  0.0746
C -1.4270 27.7445 -27.4777  0.0693
S -1.1051 28.9275 -28.9241  0.3932
O 0.2679 29.4755 -28.6661  -0.6341
C -0.7354 27.7688 -30.3859  -0.8500
H -2.4490 27.3898 -27.6114  0.0821
H -1.4132 28.4245 -26.6260  -0.5772
H -0.7245 26.9114 -27.4546  0.5159
H -0.7999 28.4473 -31.2365  0.3732
H -1.4417 26.9402 -30.4374  0.1832
H 0.2888 27.4349 -30.2198  0.3503
C -4.2730 30.0559 -25.6962  -0.6630
S -3.8575 29.2237 -24.0891  0.4941
O -3.8163 27.7141 -24.2424  -0.3746
C -2.1169 29.7054 -23.8796  -1.0453
H -4.0473 31.1183 -25.7892  0.5267
H -5.3415 29.8861 -25.8286  0.1897
H -3.7417 29.7087 -26.5824  -0.0298
H -2.0279 30.7436 -23.5595  0.4181
H -1.5847 29.4615 -24.7990  0.1687
H -1.6109 29.1484 -23.0911  0.3164
C -1.1288 26.0059 -23.8290  -0.2942
S -2.4136 25.1350 -22.7045  0.3368
O -3.7011 24.8947 -23.5446  -0.4762
C -1.6302 23.4719 -22.5688  -0.9697
H -1.1281 27.0850 -23.6752  -0.0969
H -1.4222 25.8234 -24.8628  -0.0958
H -0.1219 25.7156 -23.5293  0.5459
H -0.8291 23.3452 -21.8407  0.4269
H -1.3838 23.0462 -23.5415  0.2611
H -2.4400 22.7767 -22.3473  0.2791
C -7.8215 26.8937 -20.1688  -0.5979
S -6.0246 26.6348 -20.7543  0.4530
O -5.9914 25.9599 -22.1558  -0.5601
C -5.5649 28.4159 -20.9216  -0.8965
H -8.5024 27.1822 -20.9696  -0.1864
H -7.8292 27.7673 -19.5169  0.4803
H -8.2314 26.0639 -19.5930  0.3416
H -6.3272 28.9343 -21.5032  0.2668
H -4.5797 28.6257 -21.3379  0.1606
H -5.4930 28.8348 -19.9179  0.5006
C -7.3776 21.2705 -26.8672  -0.7344
S -8.2848 22.8345 -26.7743  0.6184
O -7.2396 23.9619 -26.8865  -0.7484
C -9.0349 22.5511 -28.4503  -1.1844
H -6.7103 21.2018 -27.7264  0.4585
H -7.9895 20.3864 -26.6882  0.4593
H -6.6395 21.2484 -26.0655  -0.1898
H -8.2432 22.7768 -29.1648  0.2860
H -9.9373 23.1339 -28.6349  0.3258
H -9.3404 21.5049 -28.4290  0.4842

---

Record 2
Computed, not measured: a cluster of 7 separate species, C22H60F6N5O11S2 in total in a non-equilibrium geometry, with wB97M-V/def2-TZVPD.

Calculated values
Energy relative to the best compared isomer or geometry (same formula, charge and spin): 243.1 kJ/mol
Net charge: +3

Last column: Mulliken charge in e.
Atoms and positions in Å:
C 11.1559 -6.5622 4.5026  -1.3096
C 12.5803 -6.5647 3.9932  1.1646
C 13.2978 -7.9679 4.0916  -0.8121
O 14.5873 -8.0402 3.4937  -0.4326
C 15.2696 -9.3141 3.6473  -0.6594
N 12.5996 -6.1504 2.4853  -0.0572
H 12.1042 -5.2804 2.3523  0.3737
H 13.5023 -5.8570 2.1399  0.3030
H 12.2278 -6.9150 1.9403  0.3739
H 10.4203 -7.0650 3.8749  0.4828
H 10.9535 -5.4941 4.5824  0.3565
H 11.1329 -7.0055 5.4982  0.0781
H 13.2149 -5.7976 4.4372  -0.5479
H 12.7021 -8.6852 3.5271  0.7007
H 13.3013 -8.2715 5.1384  0.2626
H 15.4446 -9.4662 4.7124  0.2416
H 16.1982 -9.3282 3.0766  0.2406
H 14.6109 -10.0487 3.1842  0.3534
C 15.0438 -4.1088 12.3342  -1.1580
C 16.2506 -5.0838 11.8873  -0.0298
C 16.0714 -6.5671 12.4129  -0.4625
O 17.1139 -7.3111 11.8653  -0.3867
C 17.5864 -8.4434 12.6264  -0.8073
N 16.3689 -4.9999 10.3602  0.0780
H 15.5662 -5.3845 9.8829  0.3287
H 16.4565 -4.1007 9.9086  0.4373
H 17.2483 -5.4525 10.1556  0.4194
H 15.2830 -3.0539 12.1996  0.3902
H 14.8369 -4.1000 13.4044  0.4088
H 14.1324 -4.4118 11.8189  0.1964
H 17.2313 -4.6694 12.1212  0.3986
H 15.1205 -7.0134 12.1217  0.1227
H 16.1018 -6.6525 13.4991  0.6539
H 16.8108 -8.8983 13.2426  0.3513
H 18.3422 -8.1551 13.3570  0.3178
H 17.9888 -9.1988 11.9515  0.2583
C 7.3915 -5.5671 5.9286  -1.3707
C 7.1809 -6.1311 7.4127  0.1559
C 8.3077 -7.0041 7.9594  -0.2279
O 7.8030 -7.3996 9.1839  -0.4548
C 8.7899 -8.0976 9.9998  -0.8896
N 6.7102 -5.0594 8.4481  -0.1489
H 7.2565 -4.2413 8.2194  0.3539
H 5.7398 -4.8323 8.2842  0.3759
H 6.9191 -5.3007 9.4063  0.3333
H 8.3008 -4.9751 5.8252  0.2781
H 6.5659 -4.9617 5.5544  0.4480
H 7.4798 -6.4154 5.2499  0.3890
H 6.3302 -6.7756 7.1912  0.2100
H 9.2569 -6.4708 8.0121  0.0560
H 8.5347 -7.8659 7.3318  0.4367
H 9.3834 -8.8987 9.5593  0.2959
H 8.3355 -8.7012 10.7855  0.3900
H 9.5169 -7.4325 10.4661  0.3517
C 21.0365 -10.4353 6.0230  -1.5558
C 20.5561 -9.1284 5.4209  0.1304
C 19.1334 -8.6669 5.9181  -0.6107
O 18.6611 -7.6512 5.1173  -0.4515
C 17.6205 -6.8169 5.6478  -0.5572
N 21.5899 -8.0886 5.6930  -0.2166
H 21.4206 -7.5490 4.8562  0.3680
H 21.5525 -7.6558 6.6047  0.3272
H 22.5091 -8.4963 5.5982  0.3393
H 20.2287 -11.1664 6.0557  0.3998
H 21.3396 -10.4399 7.0700  0.4217
H 21.8034 -10.9499 5.4440  0.4398
H 20.6762 -9.1452 4.3376  0.3705
H 19.2464 -8.4008 6.9691  0.3843
H 18.3938 -9.4674 5.9060  0.3847
H 17.9021 -6.2590 6.5409  0.3839
H 16.7806 -7.4725 5.8776  0.2641
H 17.3239 -6.0985 4.8836  0.1827
C 13.7046 -2.3088 8.7830  -1.1466
C 13.3597 -2.0994 7.2594  0.0260
C 14.4454 -2.7259 6.3682  -0.3549
O 14.0638 -2.6762 4.9719  -0.3952
C 14.9629 -3.4778 4.1733  -0.5366
N 12.0019 -2.6686 6.9449  0.0495
H 11.6010 -2.4444 6.0454  0.4660
H 12.1418 -3.6679 6.9904  0.1667
H 11.2824 -2.5027 7.6340  0.4376
H 14.5899 -1.7691 9.1194  0.4806
H 14.0006 -3.3299 9.0236  0.1030
H 12.8936 -1.9778 9.4315  0.4118
H 13.4166 -1.0414 7.0033  0.3770
H 14.4999 -3.7809 6.6366  0.0148
H 15.4205 -2.2716 6.5440  0.5847
H 14.7329 -3.4269 3.1091  0.3182
H 15.0882 -4.5278 4.4377  -0.0082
H 15.9330 -2.9808 4.1761  0.3619
C 12.6989 -8.0352 8.3186  0.3876
F 12.0201 -8.4761 7.3034  -0.2013
F 11.9400 -7.8322 9.3696  -0.1333
F 13.5939 -9.0025 8.6489  -0.2166
S 13.5087 -6.4404 7.8535  0.5619
O 12.5341 -5.4169 7.5189  -0.8175
O 14.2772 -5.9517 9.0298  -1.0888
O 14.4543 -6.6906 6.7893  -0.5096
C 11.6912 -8.1326 12.9534  0.6070
F 11.0197 -6.9508 12.7681  -0.2616
F 10.7805 -9.1200 12.9988  -0.2574
F 12.5081 -8.3242 11.9721  -0.1880
S 12.6727 -7.9241 14.5767  1.0844
O 11.7362 -7.3888 15.5984  -0.6604
O 13.2028 -9.2290 14.8554  -0.6719
O 13.7692 -6.9890 14.2311  -0.6084

---

Record 3
Computed, not measured: a cluster of 7 separate species, C22H60N2O11 in total in a non-equilibrium geometry, with wB97M-V/def2-TZVPD.

Calculated values
Energy relative to the best compared isomer or geometry (same formula, charge and spin): 293.2 kJ/mol
Structure (SMILES): COCCNCCOC.COCCNCCOC.OCCO.OCCO.CCO.CCO.CCO

Last column: Mulliken charge in e.
Atoms and positions in Å:
C 3.1981 -8.3743 -1.7725  -0.9655
O 2.3916 -7.4088 -2.2945  -0.3441
C 2.0140 -6.4946 -1.2792  -0.1711
C 0.5764 -6.0655 -1.4561  -0.5854
N 0.3044 -5.0843 -0.4465  -0.1667
C -0.9744 -4.5432 -0.5018  -0.8567
C -1.1337 -3.6169 0.6117  0.3814
O -2.2913 -3.3043 0.9979  -0.4542
C -3.1563 -2.6608 0.0639  -0.7897
H 4.0603 -8.0112 -1.3655  0.3982
H 3.5032 -9.0434 -2.5369  0.3118
H 2.7573 -9.0088 -1.0669  0.3963
H 2.7132 -5.6535 -1.1470  -0.0020
H 2.0582 -6.9643 -0.2635  0.3260
H -0.0950 -6.8396 -1.3973  0.5549
H 0.4588 -5.5821 -2.5015  0.1854
H 0.9034 -4.3192 -0.7265  0.1597
H -1.7191 -5.3337 -0.4055  0.5017
H -1.2025 -4.1047 -1.4898  0.3706
H -0.7345 -2.6596 0.2776  -0.4800
H -0.4923 -3.9224 1.4669  0.3984
H -2.7426 -1.6540 -0.2586  0.2249
H -4.1522 -2.6340 0.4330  0.3371
H -3.2461 -3.2582 -0.8737  0.3056
C 1.0104 3.3030 -3.3622  -0.9798
O 0.6859 3.2075 -2.0227  0.0245
C 1.7178 3.7061 -1.2066  -1.3397
C 1.4698 3.1928 0.2484  1.3948
N 2.3667 3.7293 1.1888  -0.3584
C 2.2817 3.2189 2.5459  -0.3047
C 1.1259 3.8552 3.3677  0.0103
O 0.9991 3.4778 4.4894  -0.3681
C 0.6726 2.0646 4.7266  -0.5466
H 1.3878 4.2755 -3.6398  0.3801
H 0.1677 3.1142 -4.0886  0.2433
H 1.8863 2.6128 -3.5587  0.2763
H 1.9173 4.7505 -1.3060  0.4534
H 2.6692 3.2596 -1.5001  0.6405
H 1.4032 2.1320 0.3794  -0.3681
H 0.4179 3.4802 0.4416  -0.7568
H 3.2946 3.6355 0.7234  0.3339
H 3.2529 3.3656 3.0895  0.3575
H 2.1630 2.1445 2.5503  -0.0690
H 0.3172 3.7458 2.7079  0.0974
H 1.4228 4.9285 3.4754  0.3394
H 0.4495 1.9865 5.8087  0.3638
H 1.5841 1.4709 4.5650  0.3133
H -0.1606 1.5907 4.2398  0.1594
C -2.3251 6.0480 -0.7855  -1.4127
C -1.3096 5.4692 0.0010  0.9957
O -1.6756 5.3471 1.3784  -0.5590
H -3.2909 5.4762 -0.8413  0.2222
H -2.0768 6.2324 -1.8218  0.3721
H -2.6692 7.0797 -0.4208  0.2964
H -0.4672 6.1123 -0.2033  0.2742
H -1.0833 4.4581 -0.4408  -0.3495
H -1.6842 4.4202 1.5013  0.0780
C -4.2333 3.0124 1.1778  -1.2616
C -3.5553 1.9214 1.8394  -0.1497
O -2.2029 2.3865 2.0040  -0.3742
H -4.2369 3.8294 1.9725  0.2776
H -5.2670 2.9293 1.0567  0.5332
H -3.6897 3.2766 0.3047  0.0958
H -3.7072 0.9554 1.3510  0.0751
H -3.8806 1.7172 2.7995  0.6333
H -1.8171 1.5650 2.4146  -0.0861
C -1.7460 1.0446 -1.3113  -1.1804
C -0.7330 0.0060 -1.7677  1.9074
O -1.0244 -0.4888 -3.0112  -0.7598
H -1.9643 1.6949 -2.1324  0.5642
H -1.4054 1.6279 -0.4841  -0.0958
H -2.6555 0.5112 -1.0363  0.5109
H -0.6418 -0.8929 -1.1368  -1.1557
H 0.2884 0.4958 -1.7039  0.0674
H -0.2156 -0.8410 -3.3762  0.3193
C 0.3230 0.1481 2.0951  1.2411
C -0.8468 -0.6647 2.0305  0.5179
O -1.6892 -0.2656 3.0517  -0.6299
O 1.0234 -0.1973 1.0102  -0.5065
H 1.1914 0.0545 2.8068  0.3686
H 0.0988 1.2290 1.9982  -0.8042
H -0.5682 -1.7245 2.2982  0.2630
H -1.3940 -0.6633 1.0821  -1.1505
H -1.4334 -0.8219 3.7573  0.3687
H 1.5792 -0.9059 1.2480  0.2873
C 2.4187 -1.9539 -1.7228  0.3995
C 1.9510 -2.2575 -3.0575  -0.4332
O 1.8071 -1.1181 -3.8726  -0.5956
O 2.4199 -3.0762 -0.9423  -0.5845
H 1.8857 -1.1646 -1.2556  -0.4564
H 3.4025 -1.4935 -1.8752  0.4161
H 1.0052 -2.8279 -3.1292  0.1504
H 2.7410 -2.9054 -3.6024  0.4258
H 2.6367 -0.9580 -4.2142  0.3290
H 3.2158 -3.5338 -0.9644  0.2220

---

Table of E_tot (eV), in record order: -159368.736 -91705.924 -49278.882
Table of HOMO-LUMO gap (Ha), in record order: 0.143 0.169 0.304